1.
DFT (wB97M-V/def2-TZVPD) results for 2 unconnected molecules or ions with the total composition C27H42FO10Si.

Structure (XYZ):
```
81
Properties=species:S:1:pos:R:3:forces:R:3:lowdin_charge:R:1
C 4.895371 -0.284845 0.407927 0.250 -0.512 0.764 -0.2315
Si 4.245903 -1.130949 -1.241579 0.535 0.331 0.996 0.5075
C 5.612863 -0.825722 -2.577389 0.844 -0.614 -0.978 -0.2296
C 2.551513 -0.305148 -1.636757 -1.108 0.824 -0.538 -0.2729
C 2.646653 1.349016 -1.607462 -0.220 0.672 -0.755 -0.2626
C 1.460799 2.074014 -0.737613 0.753 0.107 0.277 -0.2094
C 1.475255 1.649020 0.875987 -0.744 0.455 -0.098 -0.1986
C -0.100123 1.778534 1.407897 0.815 -0.084 0.070 -0.2144
C -0.815855 0.305832 1.318978 -0.292 0.557 -0.873 -0.1894
C -2.299538 0.495123 0.570333 0.489 -1.665 -0.598 -0.1806
C -3.525737 -0.231388 1.392015 0.139 0.253 0.125 -0.1081
C -4.401334 -1.302125 0.455301 0.842 2.627 0.031 -0.2845
C -4.939097 -0.384211 -0.791401 -0.892 0.829 -0.307 -0.1111
C -6.192132 -1.019240 -1.636362 0.178 -0.564 -0.838 -0.1491
C -6.953037 0.094395 -2.625001 0.161 -1.239 -0.895 -0.1478
F -6.425933 1.470250 -2.468632 -1.269 -2.383 -0.055 -0.1614
O -5.568724 -1.538171 1.336805 0.219 -4.597 -0.110 -0.0210
C -5.597022 -2.973187 1.695759 -2.207 -2.080 0.222 -0.1798
O -6.643294 -3.679856 2.200823 7.683 5.276 -3.231 -0.0089
O -4.234847 -3.483098 1.330194 -3.469 1.102 0.948 -0.0296
C -3.663816 -2.738144 0.175411 -0.940 -0.868 0.890 -0.1798
C -2.039511 -2.886033 0.337747 -0.046 -1.530 -0.896 -0.0367
O -1.651219 -2.927970 1.778830 -1.567 4.224 -2.722 -0.2344
O -1.167510 -4.125382 2.067825 -0.136 -4.516 2.077 -0.0821
C -4.106225 -3.667917 -1.099532 -1.602 -3.023 -6.881 -0.3760
O -5.007352 -4.664689 -1.014696 4.387 5.401 0.930 -0.1020
O -3.499697 -3.421368 -2.449154 -2.230 -0.081 7.359 -0.2800
C 4.130919 -3.026770 -0.822109 -0.343 -3.322 0.712 -0.2175
C 3.025716 -3.436371 0.347475 2.984 -3.809 -2.168 -0.0441
C 2.956569 -5.045292 0.749503 2.429 1.661 -2.453 -0.0612
C 3.938087 -6.143914 0.029610 0.184 3.703 -1.112 -0.0825
C 5.001850 -5.693233 -1.150739 -2.035 3.076 1.732 -0.0767
C 5.120759 -4.095072 -1.589655 -3.094 -2.423 3.623 -0.0698
H 4.912210 0.883473 0.343973 0.105 -2.251 0.260 0.0317
H 4.206332 -0.635654 1.307274 1.462 0.863 -1.746 0.0429
H 5.977609 -0.737405 0.596494 -2.172 1.160 -0.235 0.0524
H 6.202984 0.166115 -2.384893 -1.275 -1.744 -0.542 0.0455
H 6.419894 -1.702269 -2.533595 -1.718 1.906 -0.091 0.0329
H 5.122520 -0.860404 -3.653163 1.201 0.276 2.073 0.0526
H 1.769907 -0.630058 -0.816376 1.408 0.455 -1.739 0.0613
H 2.157375 -0.613565 -2.716140 0.643 0.466 2.442 0.0979
H 2.518483 1.736581 -2.728345 0.389 -0.823 2.380 0.1119
H 3.696811 1.747546 -1.245422 -2.088 -0.890 -0.631 0.0894
H 1.608484 3.252580 -0.795083 -0.312 -2.463 0.106 0.1143
H 0.431400 1.841222 -1.253986 1.899 0.224 1.219 0.1167
H 1.877302 0.552974 1.034972 -0.886 2.147 -0.367 0.0853
H 2.166604 2.357959 1.511292 -1.254 -1.259 -1.497 0.1071
H -0.611978 2.591371 0.701289 0.934 -1.940 1.541 0.1029
H -0.171241 2.205037 2.502536 0.273 -0.875 -2.100 0.1060
H -0.123380 -0.393207 0.643938 -1.580 1.504 1.374 0.0906
H -0.909533 -0.258781 2.351795 0.135 1.410 -2.047 0.1153
H -2.184236 -0.097052 -0.458807 -0.354 1.426 2.109 0.1025
H -2.521438 1.606924 0.274484 0.419 -2.142 0.866 0.1091
H -4.297700 0.596819 1.770001 1.576 -1.939 -0.899 0.1301
H -3.098696 -0.763721 2.361160 -0.920 0.904 -2.136 0.1246
H -4.082088 -0.031032 -1.539489 -1.789 -1.175 1.727 0.1396
H -5.346477 0.627336 -0.306043 0.935 -2.232 -0.872 0.1302
H -5.763281 -1.835736 -2.394510 -0.863 1.643 1.870 0.1186
H -6.984081 -1.570385 -0.933347 1.819 1.461 -1.451 0.1312
H -8.140578 0.029952 -2.522372 2.672 0.737 0.169 0.1183
H -6.738987 -0.211808 -3.758742 -0.265 0.901 2.526 0.1193
H -1.405077 -2.127654 -0.294601 -1.455 -1.228 1.520 0.1321
H -1.759140 -3.967031 -0.082842 -0.762 2.451 0.848 0.1656
H -1.930583 -4.600731 2.553099 1.423 0.949 -1.153 0.1497
H 2.337319 -2.602614 0.852357 1.675 -2.178 -1.237 0.0946
H 2.208475 -5.370780 1.593907 1.658 0.587 -1.937 0.0815
H 3.859676 -7.273318 0.375409 0.214 2.687 -0.903 0.0799
H 5.732080 -6.455026 -1.689778 -1.865 1.611 1.417 0.0762
H 5.919719 -3.823470 -2.409842 -1.978 -0.379 1.901 0.0703
C 2.722237 6.988068 3.578582 0.248 -0.296 0.344 -0.0532
O 2.007516 7.818015 2.665014 -0.406 -0.288 -0.884 -0.0123
C 1.560489 7.173518 1.557679 0.037 -0.558 -0.157 -0.5599
O 1.720606 5.990108 1.302941 -0.216 1.769 0.383 0.1031
O 0.904544 8.073854 0.782844 0.564 -0.519 0.761 -0.0122
C 0.375366 7.532440 -0.425942 -0.224 -0.203 -0.465 -0.0509
H 3.032166 7.606384 4.425475 -0.202 0.115 -0.311 0.0924
H 2.079507 6.185733 3.955195 0.175 0.049 -0.207 0.0994
H 3.619913 6.577097 3.105675 -0.260 -0.066 0.032 0.0981
H -0.361163 6.751930 -0.209428 0.269 0.028 -0.046 0.0999
H 1.179293 7.143164 -1.058969 -0.166 -0.085 0.196 0.0981
H -0.127414 8.339413 -0.966008 0.182 0.020 0.344 0.0931
```
Forces are in eV/Å.

Maximum force in eV/Å: 9.86
DFT total energy in hartree: -2195.11370
Kohn-Sham gap in Ha: 0.2416
Total charge: -1

---

2.
DFT (wB97M-V/def2-TZVPD) results for a molecular structure, C27H42N6O10.

Structure (XYZ):
```
85
Properties=species:S:1:pos:R:3:forces:R:3:lowdin_charge:R:1
C 0.169261 -0.237679 -3.703463 0.739 1.771 0.852 -0.0171
C 1.197885 -1.320051 -3.862789 -0.951 -0.708 2.087 -0.3965
C 0.907071 -2.383692 -2.706123 -5.505 -3.270 -6.162 -0.0634
C 1.468075 -3.761162 -2.992407 -3.198 0.426 -1.007 -0.1294
C 1.055191 -4.251631 -4.394832 -1.723 3.387 1.584 -0.1386
C 1.311047 -3.360312 -5.666217 0.953 -2.550 2.653 -0.3557
N 0.993390 -1.915059 -5.200505 0.983 2.475 -7.600 0.0977
O 0.789776 -1.143402 -6.224899 0.437 -3.396 5.582 0.1938
C 0.363969 -4.012125 -6.709849 -1.373 1.115 -0.801 -0.0274
C 2.882632 -3.528925 -5.936142 0.509 -2.340 -0.693 0.0018
C 2.645614 -0.808524 -3.676911 1.874 -0.150 -1.121 0.0200
H 0.250348 0.212662 -2.720666 0.002 -0.783 0.919 0.1089
H -0.868133 -0.440509 -3.850555 -0.485 -0.717 -0.330 0.0682
H 0.451435 0.662309 -4.183282 0.146 0.739 -1.595 0.0850
H -0.397133 -2.546081 -2.423822 3.889 0.602 -1.479 0.2070
H 1.168788 -2.010808 -1.873553 2.393 2.977 6.124 0.0243
H 1.133319 -4.409291 -2.197394 -0.740 -0.489 -0.047 0.1326
H 2.456636 -3.873383 -2.886511 4.159 0.352 0.184 0.0706
H 0.083710 -4.688348 -4.375678 -1.704 0.874 0.086 0.1158
H 1.469526 -5.101079 -4.635476 3.372 -4.445 -1.050 0.0551
H -0.716649 -3.638561 -6.419034 2.015 -0.940 -0.940 0.1299
H 0.403041 -5.133511 -6.633115 0.036 1.190 0.471 0.1076
H 0.591246 -3.846499 -7.806115 -0.275 0.470 1.342 0.1005
H 3.579148 -3.288265 -5.166689 -0.286 0.335 1.460 0.0522
H 3.278342 -2.948594 -6.706703 -0.072 1.326 -1.749 0.0483
H 3.355787 -4.615474 -6.245177 -2.340 2.151 0.780 0.1679
H 2.876667 -0.626839 -2.652215 -0.748 0.887 0.945 0.1027
H 3.214831 -0.119011 -4.331524 -1.918 1.097 0.028 0.1159
H 3.483252 -1.457802 -3.827754 -0.207 -2.337 -0.133 0.0655
N 0.446592 0.214851 0.316363 -0.512 -1.393 1.019 -0.5395
O 0.146104 -1.052315 0.426546 0.862 2.679 -0.564 -0.1063
O 1.664943 0.574121 0.461949 -2.461 -0.149 -0.637 -0.0815
O -0.526928 1.044088 0.158759 2.142 -1.122 -0.042 -0.1001
C 0.398714 1.166877 4.963949 1.062 1.283 4.362 -0.0930
C 0.872229 1.655498 6.339422 4.771 -0.590 -1.127 0.0386
C 2.473592 1.613796 6.771986 -5.069 -3.401 -9.998 0.1057
C 3.361146 1.050866 5.664492 -5.597 -0.110 -0.860 -0.1302
C 2.816086 0.582582 4.266849 -5.365 2.725 6.651 0.0978
C 1.307861 0.639192 4.069531 2.908 -0.255 -2.306 -0.0890
N 4.730928 1.017531 5.880323 5.110 1.443 -3.058 -0.3207
O 5.470943 0.686936 4.807961 -2.513 0.687 4.461 -0.0205
O 5.216103 1.561600 6.889242 -0.901 -1.715 -1.619 0.0574
H -0.676102 1.201501 4.684812 0.876 0.201 0.465 0.0889
H 0.370434 2.211842 7.165023 -0.459 -0.824 -1.258 0.0757
H 2.658737 1.884969 7.707754 1.434 1.127 3.595 0.0228
H 3.385486 0.346285 3.471459 2.180 -0.918 -2.150 0.0452
H 0.855446 0.383986 2.976027 1.550 0.389 2.748 0.1300
C 1.583572 3.953634 2.916135 -2.196 3.328 0.974 -0.1027
C 1.398966 5.052470 3.919665 -2.821 0.059 -1.722 -0.0222
C 0.145610 5.957542 3.911066 -1.132 -4.182 -1.451 0.0285
C -0.979892 5.516017 2.966764 4.459 -3.641 -2.194 -0.0912
C -0.638185 4.491302 1.847555 -0.084 1.399 2.507 0.0478
C 0.704934 3.795172 1.852859 -3.388 1.428 -0.190 -0.0880
N -2.360748 6.109974 2.900570 1.998 1.197 -3.461 -0.3544
O -3.072397 5.972744 1.879980 0.899 -0.970 2.137 0.0315
O -2.443187 7.050093 3.630430 -1.310 0.914 1.932 0.0671
H 2.296848 3.172143 2.838762 1.446 0.093 0.953 0.0731
H 2.168992 5.192517 4.687968 -0.514 0.101 -0.326 0.0763
H -0.230225 6.627572 4.732249 1.207 -0.549 -0.927 0.0970
H -1.568381 4.306705 1.159432 2.374 0.120 1.099 0.1219
H 1.031611 3.078095 1.061189 -0.975 0.549 0.660 0.0854
C -2.992572 1.547195 2.937049 -4.535 2.423 5.431 -0.3108
O -3.698404 2.386416 3.582000 1.452 -0.763 -1.729 -0.0602
N -2.984649 0.313729 3.390285 -1.247 -2.648 0.051 -0.1461
C -2.164772 -0.630779 2.653740 2.160 1.345 8.018 -0.0181
C -3.766199 -0.181705 4.605223 -2.050 5.150 -3.729 0.0222
H -2.412011 1.845688 2.148303 1.694 0.243 -2.338 0.0972
H -1.238693 -0.245761 3.069267 1.367 -0.358 -1.591 0.0670
H -2.183741 -0.806977 1.709139 -0.614 -0.342 -6.069 0.0017
H -2.117304 -1.529061 3.205183 -0.710 -1.486 0.314 0.0879
H -4.849314 -0.035246 4.367679 0.610 0.250 0.096 0.1057
H -3.625279 0.401496 5.466921 0.746 0.752 1.035 0.0699
H -3.736228 -1.155532 4.748533 1.250 -4.572 0.481 0.0238
C -2.325993 -1.820023 -1.231927 0.324 2.439 1.619 -0.4168
O -2.160531 -3.021169 -1.141517 0.605 -0.263 0.609 -0.0153
N -2.986640 -1.292242 -2.250482 -2.062 1.330 -4.069 -0.1676
C -3.278612 0.174309 -2.433950 -1.244 0.329 2.385 -0.0732
C -3.488336 -2.243273 -3.407897 4.063 5.154 0.016 0.0330
H -1.977151 -0.892044 -0.515218 -0.356 -2.604 -1.081 0.1495
H -4.417548 0.406313 -2.018033 2.898 -0.441 -1.573 0.1418
H -3.031063 0.627049 -3.416524 -0.738 -0.981 0.090 0.0719
H -2.595732 0.793259 -1.795991 -0.558 -0.851 0.062 0.0687
H -2.608319 -2.232391 -4.135570 -1.092 -0.769 0.840 0.0895
H -4.282393 -1.789675 -3.931902 -1.173 0.495 -0.182 0.0606
H -3.686422 -3.088115 -2.921978 -0.756 -3.785 1.253 0.0230
```
Forces are in eV/Å.

Maximum force in eV/Å: 11.71
DFT total energy in hartree: -2133.95692
Kohn-Sham gap in Ha: 0.1314